# 1
This record from the Open Molecules 2025 dataset describes C20H24F5LaNO2P2Te as an isolated structure in a non-equilibrium geometry. The level of theory is ωB97M-V with the def2-TZVPD basis set.

```
56
C20H24F5LaNO2P2Te ωB97M-V with the def2-TZVPD basis set
C 3.8886 0.0481 -1.2664
C 2.5130 0.2655 -1.4244
C 1.6211 -0.7772 -1.0845
C 2.1025 -2.0536 -0.7458
C 3.3789 -2.0340 -0.0911
C 4.2938 -1.0665 -0.4904
C 1.1402 -3.1145 -0.7000
C -0.2339 -2.8141 -0.6896
C -0.6042 -1.4742 -1.0877
C -1.9660 -1.2608 -1.4811
C -2.9248 -2.1921 -1.2121
C -2.6248 -3.2085 -0.3047
C -1.2759 -3.4713 0.0308
H 4.6447 0.7712 -1.6695
H 3.7258 -2.7149 0.7248
H 5.3719 -1.1881 -0.3501
H 1.3852 -3.8411 0.0868
H -3.9310 -2.0823 -1.6292
H -3.4311 -3.8774 0.0006
H -1.1150 -4.2163 0.8751
N 0.2938 -0.4835 -1.1415
La 0.7289 -0.3774 3.8908
C 1.8946 1.5089 -2.0829
H 1.4061 1.2620 -3.0416
H 2.5985 2.3447 -2.2275
C -2.2365 0.0170 -2.3118
H -1.5954 0.0882 -3.2334
H -3.2992 0.0474 -2.6774
P 0.4849 2.2815 -1.1296
P -1.7835 1.5613 -1.3724
C -2.4976 1.3478 0.2475
H -2.8135 2.3220 0.6746
H -3.3970 0.6937 0.2455
H -1.7683 0.8737 0.9436
C -2.6846 2.9461 -2.1053
H -3.7132 2.6627 -2.3822
H -2.7298 3.7381 -1.3548
H -2.1632 3.3277 -2.9959
C 1.1040 2.0965 0.6187
H 1.1100 3.0603 1.0967
H 0.3950 1.4306 1.0906
H 2.0752 1.6220 0.6316
C 0.6259 4.0237 -1.5375
H 0.0406 4.6387 -0.8468
H 1.6820 4.3343 -1.5003
H 0.2573 4.1852 -2.5608
C -1.2289 3.9562 1.1954
O -1.6403 4.4234 2.1304
H 0.7896 -1.9237 3.9364
F -0.0919 -5.5663 4.9780
Te -0.2655 -3.6258 5.4969
F -0.5480 0.1609 2.1687
F 2.7817 0.0025 3.4687
F 1.5399 -3.5106 4.8395
F -1.0557 -3.4732 3.7590
O -0.2546 -1.6949 5.5979
```

The total energy comes out at -2463.036650 a.u. As for the HOMO-LUMO gap: 4.15 eV. Its total charge is +1. Its spin multiplicity is 1.

# 2
This record from the Open Molecules 2025 dataset describes C11H29BBeCaClF7N5NaO5 as an isolated structure in a non-equilibrium geometry. The level of theory is ωB97M-V with the def2-TZVPD basis set.

```
62
C11H29BBeCaClF7N5NaO5 ωB97M-V with the def2-TZVPD basis set
F -0.0522 0.1871 -0.0035
C -0.7844 -0.1088 -1.1811
F -0.0972 -1.3181 -1.7764
F -1.9709 -0.5058 -0.9409
C -0.8004 1.0802 -2.2757
C -1.3078 2.4316 -1.7267
C -0.3046 3.2790 -0.8621
C -0.7346 3.1615 0.6303
N 0.3049 3.5451 1.6341
C 1.6905 3.1983 1.2321
C 1.9228 3.8325 -0.1638
N 1.1286 3.0170 -1.1148
H 0.2405 1.2049 -2.7279
H -1.4171 0.7255 -3.1267
H -1.6048 3.0059 -2.6065
H -2.2082 2.2049 -1.1454
H -0.4779 4.3188 -1.1562
H -1.5661 3.9161 0.7936
H -1.1708 2.1924 0.8927
H 0.2424 4.5683 1.7557
H 0.1131 3.0587 2.5186
H 2.4480 3.4949 1.9592
H 1.7801 2.1107 1.1367
H 2.9869 3.8691 -0.4003
H 1.5110 4.8459 -0.1508
H 1.3888 2.0600 -0.9095
O 0.8956 0.5909 3.2584
H 0.5537 0.5304 2.3644
B -0.2136 -0.5029 -5.4018
F 0.7750 0.2264 -4.6228
F 0.0041 -0.2954 -6.7245
F -0.0838 -1.8495 -5.0454
F -1.4683 -0.0046 -4.9811
Ca 1.4140 0.0031 -1.9451
C -4.9059 -5.0350 0.9805
O -5.7178 -5.8833 0.7359
N -4.0786 -4.4683 0.0474
C -3.1306 -3.4601 0.3984
C -4.1765 -4.9134 -1.3384
H -4.7571 -4.6334 1.9988
H -3.3451 -2.5482 -0.1717
H -2.1148 -3.8199 0.1465
H -3.1735 -3.2341 1.4637
H -5.1851 -4.7348 -1.7095
H -3.9748 -5.9830 -1.3934
H -3.4608 -4.3748 -1.9585
Cl -2.2099 5.5395 1.4018
O 4.9263 4.8104 0.2310
H 4.6559 5.4002 0.9459
H 5.9183 4.8605 0.2484
Na -0.2478 -2.9541 -0.0867
O -1.5071 -1.2320 2.6712
H -2.1134 -0.6339 2.2019
C 3.1937 -3.9976 2.8571
O 2.5244 -4.4843 1.9461
N 3.8717 -2.8160 2.7297
N 3.3130 -4.6010 4.0606
H 4.4222 -2.4092 3.4629
H 3.8125 -2.3454 1.8506
H 2.8301 -5.4724 4.1884
H 3.8529 -4.2293 4.8197
Be 7.6406 5.5791 0.0850
```

The total energy comes out at -3124.459008 a.u. As for the HOMO-LUMO gap: 1.51 eV. Its total charge is +2. Its spin multiplicity is 1.

# 3
This record from the Open Molecules 2025 dataset describes C28H31IN4NaOPS as an isolated structure in a non-equilibrium geometry. The level of theory is ωB97M-V with the def2-TZVPD basis set.

```
68
C28H31IN4NaOPS ωB97M-V with the def2-TZVPD basis set
Na 0.1991 -0.5057 0.6908
C -2.4985 3.7493 -3.1318
C -1.6609 3.9254 -1.8704
N -0.3157 3.3662 -1.9885
C 0.7003 4.2238 -2.6185
C 1.0025 3.8467 -4.0642
C 0.0101 2.1254 -1.5496
S -1.2445 1.1157 -0.9008
N 1.2850 1.7902 -1.7917
C 2.0238 0.9212 -1.1017
O 1.7434 0.3651 -0.0194
C 3.3794 0.6474 -1.7036
C 4.0811 -0.4935 -1.3224
C 5.3251 -0.7713 -1.8711
C 5.8876 0.1040 -2.7935
C 5.1969 1.2488 -3.1693
C 3.9447 1.5152 -2.6319
H -3.5049 4.1456 -2.9719
H -2.5801 2.6882 -3.3772
H -2.0597 4.2737 -3.9840
H -2.1559 3.4512 -1.0313
H -1.5491 4.9849 -1.6376
H 1.6123 4.1810 -2.0299
H 0.3218 5.2441 -2.5714
H 1.4429 2.8510 -4.1046
H 1.7071 4.5615 -4.4978
H 0.0958 3.8513 -4.6712
H 3.6340 -1.1551 -0.5921
H 5.8588 -1.6682 -1.5798
H 6.8627 -0.1063 -3.2173
H 5.6348 1.9341 -3.8865
H 3.3897 2.3972 -2.9274
I -2.5714 -6.1682 -1.6883
C -1.9068 -4.2587 -1.2935
C -2.2583 -3.1056 -1.9576
N -1.5882 -2.1073 -1.3577
N -0.8117 -2.5377 -0.3474
C -1.0121 -3.8489 -0.2905
H -2.9124 -2.9450 -2.7999
H -1.5693 -1.1109 -1.5828
H -0.5112 -4.4482 0.4556
C -0.1231 -0.2463 5.2419
P -0.0893 -0.3242 3.4004
C -1.8558 -0.0444 2.9745
C -2.5009 1.0736 3.5111
C -3.7884 1.4064 3.1174
C -4.4523 0.6355 2.1703
C -3.8202 -0.4692 1.6222
C -2.5303 -0.8063 2.0193
C 0.1269 -2.1327 3.1323
C 1.3106 -2.5613 2.5280
C 1.5937 -3.9198 2.4045
C 0.6906 -4.8585 2.8775
C -0.5001 -4.4430 3.4689
C -0.7796 -3.0915 3.5933
H -0.1360 0.7914 5.5724
H 0.7860 -0.7118 5.6194
H -0.9933 -0.7656 5.6414
H -1.9899 1.6986 4.2352
H -4.2737 2.2754 3.5457
H -5.4554 0.9010 1.8601
H -4.3259 -1.0726 0.8768
H -2.0579 -1.6800 1.5864
H 2.0278 -1.8260 2.1704
H 2.5188 -4.2400 1.9400
H 0.9093 -5.9155 2.7817
H -1.2098 -5.1749 3.8348
H -1.7099 -2.7758 4.0536
```

The total energy comes out at -2579.443225 a.u. As for the HOMO-LUMO gap: 8.19 eV. Its spin multiplicity is 1.

# 4
This record from the Open Molecules 2025 dataset describes an isolated ion of composition C3H11NOP and charge +1 in a non-equilibrium geometry. The level of theory is ωB97M-V with the def2-TZVPD basis set.

```
17
C3H11NOP ωB97M-V with the def2-TZVPD basis set
C 2.0834 -0.9635 0.4763
C 0.6962 -0.9356 0.0797
N 0.1181 0.4614 -0.1881
C -1.5058 0.2914 -0.6181
O -1.7753 1.5353 -1.1123
P -2.4244 -0.3276 0.8271
H 2.8218 -0.4533 -0.1893
H 2.2814 -0.6145 1.5158
H 2.2196 -2.0442 0.4095
H 0.0665 -1.3920 0.8491
H 0.3934 -1.3668 -0.9075
H 0.7081 1.1727 -0.7515
H -0.0479 0.8552 0.7441
H -1.4561 -0.4652 -1.3834
H -1.3424 1.7621 -1.9094
H -1.8951 -1.6648 0.7817
H -3.7478 -0.6878 0.1341
```

The total energy comes out at -591.922861 a.u. As for the HOMO-LUMO gap: 10.72 eV. Its total charge is +1. Its spin multiplicity is 1. As for the SMILES: CC[NH2+][C@H](O)P.

# 5
This record from the Open Molecules 2025 dataset describes C20H38NO2P3W as an isolated structure in a non-equilibrium geometry. The level of theory is ωB97M-V with the def2-TZVPD basis set.

```
65
C20H38NO2P3W ωB97M-V with the def2-TZVPD basis set
P -3.6036 -0.7383 1.3241
C -3.9348 -0.2965 3.1246
H -4.9945 -0.3385 3.3639
H -3.5215 0.7075 3.2772
H -3.3695 -1.0554 3.6976
C -4.5505 0.5143 0.3562
H -4.5742 0.1639 -0.7156
H -4.0152 1.4933 0.4158
H -5.5745 0.6131 0.7506
C -4.5869 -2.2931 1.0304
H -5.6602 -2.1159 1.2173
H -4.1724 -3.0734 1.7213
H -4.3852 -2.6181 -0.0305
P 2.8503 -3.0952 -0.0759
C 2.7328 -2.6358 1.6844
H 3.6496 -2.9987 2.1719
H 1.7986 -3.1022 2.0745
H 2.6583 -1.5151 1.7088
C 2.6475 -4.9019 -0.2426
H 2.6217 -5.1003 -1.3439
H 1.6737 -5.1672 0.2326
H 3.5055 -5.3703 0.2495
C 4.5351 -2.6871 -0.6499
H 5.2035 -3.3912 -0.1432
H 4.7359 -1.6348 -0.3530
H 4.5202 -2.7928 -1.7683
P 1.2844 3.6077 -0.6266
C 1.8301 4.4121 0.9355
H 1.8939 5.5036 0.8894
H 2.8144 4.0308 1.1731
H 1.1424 4.1545 1.7314
C 2.4909 4.1243 -1.9151
H 2.5888 5.2316 -1.9864
H 2.1410 3.7187 -2.8929
H 3.4901 3.6948 -1.6703
C -0.2478 4.4900 -1.1428
H -0.1367 5.5984 -1.0650
H -1.0679 4.1448 -0.4747
H -0.5150 4.2278 -2.1975
W -0.2229 -0.8398 -2.3712
C -1.1050 -0.9865 -0.0032
O -0.9564 -0.8106 1.1111
C 0.7637 1.2342 -0.7141
O 1.0945 1.0937 0.5176
C 0.8751 -0.7162 -4.1021
C -0.2133 0.2495 -4.0938
C -1.5470 -0.3064 -3.7701
C -1.6513 -1.7059 -3.3975
C -0.5270 -2.5567 -3.3831
C 0.7792 -2.0653 -3.6984
H 1.8788 -0.4250 -4.5803
H -0.0249 1.2598 -4.3383
H -2.4080 0.3231 -3.7640
H -2.6622 -2.1287 -3.0958
H -0.6444 -3.6530 -3.3355
H 1.5730 -2.7134 -3.8384
C -1.3596 2.0013 4.7392
C -0.5742 2.6042 3.5586
C -1.2035 2.4216 2.2615
N -1.7095 2.3111 1.2126
H -2.4094 2.3230 4.7100
H -0.9407 2.3537 5.6932
H -1.3200 0.9037 4.7328
H -0.4688 3.6888 3.7424
H 0.4460 2.1808 3.5206
```

The total energy comes out at -2079.388404 a.u. As for the HOMO-LUMO gap (alpha / beta): 4.90 / 4.74 eV. Its total charge is +4. Its spin multiplicity is 3. As for the expectation value of S²: 2.005.